21
Properties=species:S:1:pos:R:3:nbo_charge:R:1 method="wB97M-V/def2-TZVPD" largest_force_ev_per_a=0.415 homo_energy_ev=-8.97 smiles="C=CC=C.CCC" multiplicity=1 relative_energy_ev=1.541 energy_ev=-7484.7536
C 0.12 3.55 0.56 -0.602
C 0.13 2.28 -0.27 -0.394
C -1.04 1.37 0.06 -0.607
H -0.79 4.11 0.39 0.200
H 0.98 4.19 0.34 0.207
H 0.18 3.34 1.63 0.199
H 1.07 1.74 -0.15 0.193
H 0.09 2.56 -1.33 0.192
H -1.08 0.48 -0.56 0.214
H -1.02 1.08 1.12 0.201
H -1.99 1.89 -0.07 0.197
C -0.83 -2.33 -1.54 -0.373
C 0.28 -2.29 -0.80 -0.221
C 0.42 -3.03 0.45 -0.219
C 1.51 -2.99 1.20 -0.370
H -1.66 -2.96 -1.27 0.190
H -0.95 -1.72 -2.42 0.200
H 1.10 -1.68 -1.14 0.202
H -0.43 -3.62 0.76 0.201
H 1.56 -3.55 2.13 0.200
H 2.37 -2.41 0.91 0.192


21
Properties=species:S:1:pos:R:3:mulliken_spin:R:1 method="wB97M-V/def2-TZVPD" largest_force_ev_per_a=4.656 total_charge=-1 homo_energy_ev="0.99 / -5.05" s_squared=0.75 multiplicity=2 relative_energy_ev=3.222 energy_ev=-11419.6819
C -0.53 -1.29 2.05 0.091
N -0.52 -0.20 0.99 -0.068
C -1.32 -0.67 -0.13 0.593
N -1.51 0.39 -1.17 -0.047
H 0.61 -1.60 2.18 -0.018
H -0.85 -0.85 2.99 -0.009
H -1.21 -2.05 1.68 -0.040
H -0.69 0.79 0.76 -0.011
H -2.27 -0.94 0.45 0.028
H -0.82 -1.60 -0.64 0.010
H -0.70 0.85 -1.37 -0.178
H -1.99 0.05 -1.99 -0.312
H 1.39 1.49 1.13 -0.019
H 2.07 1.85 2.48 -0.019
O 1.33 1.97 1.93 0.088
H 0.96 -1.32 -3.71 -0.288
H 1.60 -1.89 -2.52 -0.254
O 1.06 -1.15 -2.81 0.927
H 1.35 2.55 0.00 -0.038
H 0.68 1.59 -1.42 0.198
O 1.36 2.04 -0.87 0.367


85
Properties=species:S:1:pos:R:3:lowdin_charge:R:1 method="wB97M-V/def2-TZVPD" largest_force_ev_per_a=8.900 homo_energy_ev=-8.47 smiles="CCCCCCCCCCCC[C@@]1(P(C)CC)C(=O)N[C@H](CCOC(C)=O)[C@@]1(F)P(=O)(O)O.ClCCCl" multiplicity=1 energy_ev=-86808.1293
C 4.04 -3.41 0.73 -0.157
C 5.46 -2.53 0.70 -0.252
C 5.77 -2.19 -0.88 -0.230
C 5.85 -0.54 -1.16 -0.212
C 4.41 0.20 -0.77 -0.207
C 4.73 1.33 0.37 -0.233
C 3.41 2.08 0.99 -0.222
C 2.44 2.79 -0.12 -0.207
C 1.04 3.37 0.55 -0.212
C -0.30 2.95 -0.37 -0.205
C -1.58 2.78 0.66 -0.197
C -2.82 1.90 0.06 -0.219
C -2.50 0.31 -0.22 -0.381
P -2.08 0.36 -2.13 0.986
C -0.85 -1.08 -2.42 -0.304
C -3.69 0.14 -3.17 -0.394
C -3.66 -1.25 -4.11 -0.182
C -1.23 -0.16 0.76 -0.260
O 0.08 -0.18 0.53 -0.041
N -1.87 -0.66 2.05 0.053
C -3.01 -1.63 1.64 -0.190
C -2.20 -3.05 1.47 -0.112
C -3.13 -4.39 1.47 -0.167
O -3.82 -4.69 0.20 -0.111
C -2.98 -5.45 -0.73 -0.277
C -1.43 -5.13 -1.17 -0.018
O -3.56 -6.52 -1.34 -0.036
C -3.56 -0.84 0.27 -0.285
F -3.43 -1.90 -0.76 -0.120
P -5.42 -0.49 0.37 0.791
O -6.04 -0.71 1.84 -0.369
O -6.26 -1.66 -0.66 -0.210
O -5.92 1.09 -0.15 -0.194
H 3.10 -2.75 0.49 0.069
H 4.17 -4.21 -0.14 0.074
H 3.92 -4.00 1.74 0.069
H 6.32 -3.16 1.17 0.103
H 5.28 -1.58 1.37 0.095
H 4.94 -2.71 -1.56 0.110
H 6.86 -2.62 -1.13 0.111
H 6.75 -0.13 -0.53 0.108
H 6.11 -0.39 -2.31 0.108
H 3.69 -0.61 -0.30 0.101
H 3.87 0.66 -1.73 0.110
H 5.25 0.76 1.28 0.107
H 5.56 2.08 -0.03 0.121
H 3.82 2.89 1.77 0.116
H 2.76 1.32 1.62 0.115
H 2.23 2.02 -0.99 0.095
H 3.02 3.72 -0.59 0.106
H 1.07 4.53 0.74 0.063
H 0.91 2.84 1.59 0.090
H -0.48 3.83 -1.13 0.118
H 0.01 1.97 -0.94 0.063
H -1.25 2.44 1.75 0.125
H -2.00 3.88 0.81 0.127
H -3.68 1.93 0.88 0.121
H -3.31 2.39 -0.91 0.115
H 0.23 -0.59 -2.43 0.056
H -0.98 -1.64 -3.44 0.045
H -0.85 -1.83 -1.49 0.030
H -3.97 1.06 -3.83 0.084
H -4.56 -0.08 -2.37 0.048
H -4.73 -1.47 -4.57 0.090
H -3.40 -2.20 -3.45 0.071
H -2.82 -1.18 -4.93 0.074
H -1.22 -1.01 2.78 0.131
H -3.76 -1.79 2.52 0.153
H -1.49 -3.14 2.42 0.143
H -1.49 -2.93 0.55 0.103
H -3.97 -4.30 2.31 0.155
H -2.48 -5.33 1.78 0.143
H -1.38 -3.97 -1.47 0.070
H -1.07 -5.72 -2.13 0.114
H -0.73 -5.30 -0.24 0.099
H -5.97 -2.58 -0.39 0.084
H -5.70 1.28 -1.11 0.075
Cl 0.98 5.44 3.64 0.546
C 1.82 7.01 3.51 -0.660
C 2.03 7.43 2.06 -0.659
Cl 3.22 6.39 1.23 0.555
H 2.77 6.94 4.05 0.070
H 1.19 7.75 4.02 0.072
H 2.42 8.45 2.02 0.071
H 1.09 7.40 1.49 0.070


12
Properties=species:S:1:pos:R:3:nbo_charge:R:1 method="wB97M-V/def2-TZVPD" largest_force_ev_per_a=7.200 homo_energy_ev=-11.07 multiplicity=1 relative_energy_ev=2.593 energy_ev=-9677.1685
C 0.62 0.37 0.33 0.131
C -0.69 0.85 1.19 -0.423
C -1.33 -0.44 0.77 -0.441
C -0.38 -0.26 -0.47 0.165
H 1.16 -0.51 0.70 0.202
H -0.38 0.98 2.26 0.234
H -1.14 1.78 0.93 0.235
H -2.47 -0.62 0.72 0.245
H -0.84 -1.36 1.39 0.208
H -1.29 0.33 -1.03 0.204
F 1.65 1.02 -0.51 -0.371
F 0.09 -1.43 -1.26 -0.389